1.
{"formula": "C32H40F8O26", "method": "the ωB97M-V functional and the def2-TZVPD basis", "de_lowest_kj_mol": 12.9, "homo_ev": -9.6, "smiles": "O=C1OC[C@@H](F)O1.O=C1OC[C@@H](F)O1.O=C1OC[C@@H](F)O1.O=C1OC[C@@H](F)O1.O=C1OC[C@@H](F)O1.O=C1OC[C@@H](F)O1.O=C1OC[C@@H](F)O1.O=C1OC[C@@H](F)O1.C1CCOC1.C1CCOC1", "largest_force_ev_per_a": 1.97, "orbital_gap_ev": 9.2, "elements": ["O", "C", "O", "C", "C", "F", "O", "H", "H", "H", "O", "C", "O", "C", "C", "F", "O", "H", "H", "H", "O", "C", "O", "C", "C", "F", "O", "H", "H", "H", "O", "C", "O", "C", "C", "F", "O", "H", "H", "H", "O", "C", "O", "C", "C", "F", "O", "H", "H", "H", "O", "C", "O", "C", "C", "F", "O", "H", "H", "H", "O", "C", "O", "C", "C", "F", "O", "H", "H", "H", "O", "C", "O", "C", "C", "F", "O", "H", "H", "H", "C", "C", "C", "O", "C", "H", "H", "H", "H", "H", "H", "H", "H", "C", "C", "C", "O", "C", "H", "H", "H", "H", "H", "H", "H", "H"], "xyz": [[-0.99074, -3.08820, 2.74134], [-1.68687, -3.36168, 1.82798], [-2.99487, -3.17247, 1.73922], [-3.51884, -3.93843, 0.66131], [-2.29940, -3.94770, -0.26113], [-2.29568, -2.85127, -1.05966], [-1.24399, -3.91867, 0.65174], [-3.82065, -4.90371, 1.06843], [-4.36013, -3.45361, 0.17495], [-2.21516, -4.84249, -0.87370], [2.75771, -1.78713, 5.81636], [2.30255, -1.13439, 4.95117], [0.96302, -0.95612, 4.75814], [0.76130, -0.21320, 3.56417], [2.09128, 0.52926, 3.49328], [2.04457, 1.61818, 4.31888], [2.96064, -0.47008, 3.96158], [0.60339, -0.82667, 2.67922], [0.00426, 0.53115, 3.79282], [2.39294, 0.89825, 2.51424], [-0.58962, 6.48859, 0.77894], [-1.43843, 5.66700, 0.66216], [-2.69740, 5.78175, 1.17349], [-3.30460, 4.48863, 1.08778], [-2.54224, 3.87428, -0.08064], [-3.06908, 4.22005, -1.28326], [-1.27489, 4.45551, 0.09537], [-3.05232, 3.91538, 1.98150], [-4.36981, 4.54288, 0.88801], [-2.50858, 2.79042, 0.02400], [-3.76055, -2.67455, 5.50930], [-3.74302, -1.65512, 4.91889], [-4.85607, -1.03206, 4.39637], [-4.44516, 0.11420, 3.67294], [-2.93071, -0.10442, 3.53953], [-2.22849, 1.04995, 3.55935], [-2.66620, -0.92314, 4.64961], [-4.92425, 0.15930, 2.69986], [-4.61784, 1.06084, 4.19200], [-2.74008, -0.62370, 2.59888], [-3.53470, -0.13694, 0.49642], [-4.61813, -0.22551, 0.01195], [-5.08395, -1.24482, -0.70811], [-6.31776, -0.85823, -1.29392], [-6.78612, 0.25260, -0.40020], [-7.53032, -0.24806, 0.63297], [-5.56365, 0.74091, 0.13059], [-6.13598, -0.43240, -2.28334], [-7.05905, -1.65103, -1.32561], [-7.33613, 1.06001, -0.87383], [4.14325, -4.74857, -1.04432], [3.39895, -4.52282, -0.15994], [3.02457, -5.46146, 0.74902], [2.11407, -4.89578, 1.65553], [2.15560, -3.39345, 1.32154], [3.03607, -2.74238, 2.14395], [2.70352, -3.38026, 0.03422], [1.09635, -5.24519, 1.47209], [2.37882, -4.97689, 2.70916], [1.14316, -2.99920, 1.36871], [5.73148, -1.95060, -2.59292], [5.48196, -1.17363, -1.73569], [4.26704, -1.04956, -1.14060], [4.36879, 0.01882, -0.22262], [5.83598, 0.00483, 0.15976], [6.11202, -0.91028, 1.12313], [6.41293, -0.48815, -1.04835], [4.10111, 0.97031, -0.68371], [3.80139, -0.18348, 0.68733], [6.32018, 0.94489, 0.40650], [1.78013, -2.87851, -6.98863], [2.04712, -2.62100, -5.86049], [2.35386, -1.39346, -5.40543], [2.50593, -1.43343, -4.00350], [2.58874, -2.93382, -3.67182], [1.70187, -3.21731, -2.65913], [2.08457, -3.51365, -4.84697], [3.36847, -0.90281, -3.59768], [1.66670, -0.93030, -3.51537], [3.59319, -3.25872, -3.40632], [-0.09534, 0.85758, 0.09912], [-0.06826, -0.67790, 0.00344], [0.09101, -0.88304, -1.50208], [0.84584, 0.22650, -1.94049], [0.99255, 1.18088, -0.90274], [0.21888, 1.31379, 1.03903], [-1.08796, 1.15098, -0.24372], [-0.89237, -1.15459, 0.53098], [0.84987, -1.01316, 0.50546], [-0.91658, -0.89028, -1.94246], [0.53633, -1.82995, -1.80849], [0.93552, 2.17369, -1.35543], [2.01592, 1.13293, -0.50237], [0.92643, 5.04906, -2.71756], [2.26741, 4.44048, -2.35522], [3.24414, 5.07740, -3.36142], [2.48836, 5.93946, -4.19673], [1.25625, 6.27709, -3.55878], [0.36082, 5.31368, -1.82260], [0.29661, 4.37587, -3.30193], [2.29470, 3.36184, -2.49416], [2.60825, 4.71976, -1.35863], [3.78896, 4.33931, -3.95498], [4.06141, 5.61177, -2.86169], [0.48333, 6.46649, -4.29817], [1.44996, 7.14291, -2.91711]], "forces_ev_per_a": [[0.3727, 0.1963, 0.2241], [0.1691, -0.1374, -0.6826], [-1.0287, 0.4771, 0.8564], [0.2515, 0.2051, -0.4823], [-0.7137, -1.3722, 0.2553], [0.1489, 0.2031, -0.0093], [0.4817, 0.2092, -0.0128], [0.1745, -0.1584, -0.3389], [0.0235, 0.2412, 0.2691], [0.1594, 0.0999, -0.1246], [0.5998, -0.1225, 0.1299], [-1.3776, -0.2494, -0.2905], [0.1573, -0.5832, -0.0511], [0.5048, 1.3418, 0.7468], [-0.5691, -0.7649, -0.7805], [0.3551, -0.0650, 0.2692], [0.8739, 1.1579, 0.3192], [-0.2708, -0.1328, 0.1833], [-0.4090, -0.3106, -0.4512], [0.2104, -0.2912, -0.0108], [-0.2269, -0.2880, -0.3216], [0.0245, 1.0680, 1.1021], [0.0935, -0.2102, -0.1522], [0.3875, 0.0230, -0.6838], [-0.3076, -0.3280, 1.3464], [0.0723, 0.0465, -0.1918], [-0.0939, -0.6964, -0.9467], [-0.3083, 0.0336, 0.1057], [-0.0200, 0.2246, 0.1941], [0.3566, 0.0293, -0.4114], [-0.0934, -0.1561, 0.2357], [-1.2228, 0.1164, -0.0614], [0.1113, -0.2374, 0.1204], [0.6659, 0.5021, -0.2325], [-1.5155, -0.4022, -0.6312], [0.1239, 0.0795, 0.4012], [1.6535, 0.5062, -0.3603], [-0.1450, -0.1523, 0.0570], [-0.2041, -0.2140, 0.3113], [0.5834, -0.0372, 0.1945], [-0.0184, -0.1310, -0.1311], [0.2681, 0.4012, 0.3061], [0.1008, -0.5806, -0.1890], [-0.5431, 0.5265, -0.5528], [0.3039, 0.1587, 0.5569], [-0.0011, 0.1269, -0.0046], [-0.4924, 0.1542, -0.0896], [0.0456, -0.3405, -0.0964], [0.3285, -0.2760, 0.0040], [0.0289, 0.0474, 0.0428], [0.4042, 0.3713, -0.4369], [-0.4781, -1.1421, -0.0910], [0.4279, 0.0442, 0.2434], [-0.6198, 1.3583, 0.3177], [0.0313, -1.5147, -0.1738], [-0.3517, 0.3363, 0.1341], [-0.2469, 0.7243, 0.2665], [0.1465, -0.2951, 0.0446], [0.2360, -0.5709, -0.1343], [0.3484, 0.6955, -0.0955], [-0.2717, 0.3962, -0.7401], [0.2061, -1.7673, 0.8381], [-0.0594, 0.5709, -0.4902], [0.2153, 0.1735, 1.2170], [0.5464, -0.3391, -1.2706], [-0.2154, 0.0715, 0.2941], [0.2547, 0.8635, 0.3223], [-0.0699, -0.0423, 0.0209], [-0.3475, -0.0671, -0.3068], [-0.1416, 0.0676, 0.0809], [-0.0062, -0.0635, 0.2584], [-0.0668, 0.2724, -0.3619], [0.2982, 0.2723, -0.2611], [0.0347, 0.1327, 1.2989], [-0.7790, 1.3328, -0.2651], [0.4376, -0.4962, -0.1298], [0.4220, -0.8459, 0.1217], [0.2954, -0.0544, -0.8023], [-0.0810, -0.4390, -0.2614], [-0.2005, -0.4556, 0.0729], [0.6536, -0.4695, -0.2002], [0.9819, 0.2193, 0.8958], [-1.3225, -0.4940, 0.6188], [0.3482, 0.0129, -0.5891], [-0.0944, 0.6098, -0.7730], [-0.6407, -0.2196, 0.3001], [0.1367, 0.5183, 0.1342], [-0.2102, -0.0374, -0.4693], [-0.0128, -0.0827, -0.1056], [0.1036, 0.3308, -0.2100], [0.2150, 0.3313, 0.3444], [-0.3250, -0.0296, 0.0751], [-0.3330, -0.2531, 0.3654], [-0.8527, 0.1469, 0.3620], [0.8220, 0.1154, -0.4433], [0.3799, 0.0373, 0.0447], [0.0033, -0.0866, -0.5999], [0.8792, -0.5267, 0.6307], [-0.0347, 0.0250, -0.0728], [0.1684, -0.1516, 0.0000], [-0.1148, -0.0374, 0.2897], [-0.3050, -0.2473, 0.1632], [-0.4284, -0.0339, -0.3727], [-0.2907, 0.3695, 0.1757], [0.1900, 0.2666, -0.1424], [-0.3560, 0.1580, -0.0724]], "mulliken_charge": [-0.41, 0.60, -0.34, -0.38, 0.28, -0.22, -0.28, 0.36, 0.09, 0.34, -0.53, 0.51, -0.37, 0.67, 0.55, -0.37, -0.33, -0.51, 0.15, 0.21, -0.51, 0.52, -0.39, -0.43, 1.38, -0.34, -0.22, 0.23, 0.39, -0.56, -0.50, 0.50, -0.37, 0.10, 1.38, -0.33, -0.29, -0.10, 0.28, -0.63, -0.08, 0.25, -0.31, -0.60, 0.25, -0.29, -0.26, 0.32, 0.35, 0.32, -0.51, 0.26, -0.39, -0.36, 1.32, -0.36, 0.31, 0.21, 0.40, -0.87, -0.50, 0.34, 0.21, 0.21, 0.17, -0.28, -0.37, 0.13, -0.24, 0.39, -0.53, 0.48, -0.40, 0.53, 0.47, -0.30, -0.39, 0.00, -0.06, 0.26, 0.47, 2.67, -0.44, -0.57, 0.43, 0.52, -0.56, -1.12, -1.35, 0.14, 0.38, -0.27, -0.61, 0.09, 0.02, -0.52, -0.43, -0.59, -0.16, 0.26, -0.11, 0.30, 0.31, 0.25, 0.36, 0.31]}


2.
{"formula": "CHO5S", "method": "the ωB97M-V functional and the def2-TZVPD basis", "de_lowest_kj_mol": 58.5, "homo_ev": -4.4, "charge": -1, "largest_force_ev_per_a": 2.20, "orbital_gap_ev": 8.1, "elements": ["C", "O", "O", "O", "O", "O", "S", "H"], "xyz": [[0.22790, 1.74820, -1.49057], [1.32025, 1.76520, -1.90448], [-0.87964, 2.06219, -1.27445], [0.05369, -2.42019, 0.37751], [-0.45449, -0.58488, 2.09378], [0.58295, -0.03146, -0.25543], [-0.38327, -1.01901, 0.27592], [-0.46738, -1.52005, 2.17771]], "forces_ev_per_a": [[0.0263, 1.2082, -0.5557], [-0.2389, -0.2682, 0.1349], [0.2942, -0.6280, 0.1640], [0.7263, 0.2268, 0.1370], [0.3245, 0.5131, -2.1171], [0.5054, -0.8663, 0.5014], [-1.6181, 1.3254, 0.2171], [-0.0198, -1.5110, 1.5185]], "mulliken_charge": [0.81, -0.41, -0.44, -0.60, -0.58, -0.55, 0.48, 0.29]}